# C3H6S

An isolated molecule of C3H6S in a non-equilibrium geometry (ωB97M-V/def2-TZVPD, the OMol25 dataset).

```
! RIJCOSX wB97M-V def2-TZVPD def2/J DEFGRID3
* xyz 0 1
C -0.87907 -1.59778 -0.78082
C 0.18149 -0.83767 -0.46716
S 0.30194 0.85452 -0.89771
C 0.42913 1.64079 0.73862
H -0.78532 -2.63977 -0.35728
H -1.75709 -1.44746 -1.41844
H 1.12301 -1.52926 0.07367
H -0.42484 1.18378 1.34511
H 0.36869 2.75990 0.56135
H 1.44208 1.61294 1.20267
*
```

Summary:
ΔE to the lowest compared entry with this formula, charge and spin ... 1.2141 eV
HOMO energy ... -8.59 eV
Gap between HOMO and LUMO ... 9.56 eV
E ... -516.021203 a.u.
SMILES ... C=CSC

Atomic partial charges in e from the Mulliken method, atoms 1 to 5: atom 1 (C): -0.51, atom 2 (C): -0.16, atom 3 (S): -0.10, atom 4 (C): -0.72, atom 5 (H): 0.19